i | Below is 2 unconnected molecules or ions with the total composition C3H10NO, with properties calculated with ωB97M-V with the def2-TZVPD basis set.

Structure (ORCA input):
```
! RIJCOSX wB97M-V def2-TZVPD def2/J DEFGRID3
* xyz -1 1
C -1.467 1.701 -1.612
O -0.751 1.659 -0.443
H -1.495 0.737 -2.151
H -2.536 1.999 -1.529
H -1.018 2.590 -2.219
C 1.848 -0.334 1.003
N 0.857 -0.852 0.056
C -0.268 -1.489 0.758
H 1.558 0.481 1.675
H 2.147 -1.205 1.594
H 2.713 -0.113 0.353
H 0.195 -0.088 -0.228
H -0.547 -0.998 1.691
H -0.111 -2.579 0.955
H -1.124 -1.509 0.097
*
```

Output
Kohn-Sham gap	0.2413	Ha


ii | Below is 2 unconnected molecules or ions with the total composition C3H10NO, with properties calculated with ωB97M-V with the def2-TZVPD basis set.

Structure (ORCA input):
```
! RIJCOSX wB97M-V def2-TZVPD def2/J DEFGRID3
* xyz -1 1
C -2.419 0.225 -0.403
O -1.715 -0.952 -0.424
H -3.429 0.168 0.037
H -1.899 0.994 0.202
H -2.587 0.641 -1.422
C 1.072 0.270 -0.905
N 0.553 -0.097 0.361
C 1.553 -0.333 1.353
H 1.726 1.161 -0.900
H 1.779 -0.503 -1.339
H 0.288 0.332 -1.656
H -0.415 -0.585 0.194
H 1.170 -1.083 2.058
H 1.863 0.555 1.920
H 2.460 -0.794 0.925
*
```

Output
Kohn-Sham gap	0.2588	Ha


iii | Below is 2 unconnected molecules or ions with the total composition C3H10NO, with properties calculated with ωB97M-V with the def2-TZVPD basis set.

Structure (ORCA input):
```
! RIJCOSX wB97M-V def2-TZVPD def2/J DEFGRID3
* xyz -1 1
C -1.602 1.511 -0.399
C -0.127 1.719 -0.138
H -1.784 0.454 -0.599
H -1.982 2.134 -1.212
H -2.217 1.742 0.476
H 0.539 1.238 -0.850
H 0.165 2.778 -0.122
H 0.187 1.328 0.830
N -0.009 -1.797 0.248
C 1.518 -1.618 0.365
O 2.227 -2.611 -0.122
H -0.162 -2.585 0.869
H -0.096 -2.240 -0.663
H 1.684 -0.632 -0.147
H 1.659 -1.421 1.465
*
```

Output
Kohn-Sham gap	0.2356	Ha


How do the energies compare? Relative to the most stable structure, in kJ/mol: i 105.0; ii 67.0; iii 0.0.


i | Below is C4H10N4 in the gas phase, with properties calculated with ωB97M-V with the def2-TZVPD basis set.

Structure (ORCA input):
```
! RIJCOSX wB97M-V def2-TZVPD def2/J DEFGRID3
* xyz 0 1
C 1.495 1.777 -0.469
N 0.010 1.668 -0.182
N -0.243 0.860 0.963
C -0.279 -0.479 0.946
C -0.302 -1.119 2.319
C 0.290 -1.348 -0.280
N -0.015 -1.307 -1.497
N -1.142 -0.510 -1.751
H 2.091 1.788 0.443
H 1.691 0.891 -1.120
H 1.698 2.566 -1.109
H -0.539 2.529 -0.044
H 0.748 -1.427 2.530
H -1.175 -1.774 2.373
H -0.502 -0.379 3.064
H 1.030 -2.061 0.099
H -1.388 -0.487 -2.821
H -1.147 0.396 -1.235
*
```

Output
SMILES string	CN/N=C(C)\C=N/N
Kohn-Sham gap	0.3326	Ha


ii | Below is 2 unconnected molecules or ions with the total composition C4H10N4, with properties calculated with ωB97M-V with the def2-TZVPD basis set.

Structure (ORCA input):
```
! RIJCOSX wB97M-V def2-TZVPD def2/J DEFGRID3
* xyz 0 1
C -1.654 -0.133 0.179
C -0.426 -0.408 1.085
C -0.868 -0.854 -0.904
C 1.980 0.357 0.009
H -1.225 1.794 -0.196
H -2.526 1.799 0.626
H -2.622 -0.800 0.156
H 0.489 0.323 1.514
H -0.692 -1.016 2.039
H -1.402 -1.640 -1.518
H -0.326 -0.160 -1.454
H 2.066 -1.574 0.810
H 3.107 0.158 -0.014
H 2.443 2.149 -0.184
N -2.096 1.298 -0.194
N 0.123 -1.287 0.077
N 1.415 -0.880 -0.321
N 1.485 1.612 -0.132
*
```

Output
Kohn-Sham gap	0.3307	Ha


iii | Below is 2 unconnected molecules or ions with the total composition C4H10N4, with properties calculated with ωB97M-V with the def2-TZVPD basis set.

Structure (ORCA input):
```
! RIJCOSX wB97M-V def2-TZVPD def2/J DEFGRID3
* xyz 0 1
H -0.734 -2.208 0.595
N 0.208 -1.840 0.520
C 0.322 -0.559 0.657
N 0.854 -0.015 1.823
C 1.163 0.155 -0.766
N 2.460 -0.441 -0.933
H 0.473 0.885 2.083
H 1.855 -0.068 1.932
H 1.312 1.203 -0.489
H 0.628 0.149 -1.719
H 2.531 -1.311 -0.406
H 2.594 -0.688 -1.908
C -2.510 1.240 -1.047
C -1.876 0.786 -0.008
N -1.545 0.126 0.987
H -2.555 0.661 -1.956
H -2.970 2.217 -1.005
H -2.212 -0.293 1.640
*
```

Output
SMILES string	[H]/N=C(/N)CN.C=C=N
Kohn-Sham gap	0.2784	Ha


How do the energies compare? Relative to the most stable structure, in kJ/mol: i 0.0; ii 295.8; iii 195.5.


i | Below is a molecular structure, C4H10N4, with properties calculated with ωB97M-V with the def2-TZVPD basis set.

Structure (ORCA input):
```
! RIJCOSX wB97M-V def2-TZVPD def2/J DEFGRID3
* xyz 0 1
C -1.288 -1.939 -0.262
N -0.093 -1.140 -0.485
C -0.046 0.327 0.056
C 1.150 -0.314 0.620
N -0.114 2.541 -0.680
N -1.118 0.658 0.944
C 2.448 -0.473 0.703
N 0.244 1.201 -0.991
H 0.264 -1.152 -1.441
H -1.057 2.745 -1.012
H 0.520 3.155 -1.176
H -0.990 0.242 1.858
H -1.139 1.673 1.018
H -2.190 -1.439 -0.620
H -1.175 -2.895 -0.774
H -1.411 -2.127 0.804
H 3.096 0.394 0.760
H 2.898 -1.457 0.679
*
```

Output
Kohn-Sham gap (alpha / beta)	0.2473 / 0.2473	Ha


ii | Below is 2 unconnected molecules or ions with the total composition C4H10N4, with properties calculated with ωB97M-V with the def2-TZVPD basis set.

Structure (ORCA input):
```
! RIJCOSX wB97M-V def2-TZVPD def2/J DEFGRID3
* xyz 0 1
C 2.556 -1.299 0.006
C 1.986 -0.088 -0.042
N 2.614 1.048 -0.551
N 0.670 0.159 0.319
C -0.251 -0.636 0.608
N -0.767 -1.676 1.000
H 2.004 -2.155 0.349
H 3.583 -1.440 -0.286
H 2.277 1.911 -0.149
H 3.621 0.990 -0.568
H -1.734 -1.899 0.843
C -2.726 0.499 -0.624
N -1.776 0.841 0.423
H -3.338 -0.346 -0.302
H -2.170 0.204 -1.513
H -3.394 1.328 -0.885
H -0.915 1.411 0.102
H -2.240 1.149 1.271
*
```

Output
SMILES string	C=C(N)N=C=N.CN
Kohn-Sham gap	0.3096	Ha


iii | Below is C4H10N4 in the gas phase, with properties calculated with ωB97M-V with the def2-TZVPD basis set.

Structure (ORCA input):
```
! RIJCOSX wB97M-V def2-TZVPD def2/J DEFGRID3
* xyz 0 1
C 1.558 0.049 -1.317
C 0.678 -0.831 -0.838
N 0.991 -2.172 -0.617
C -0.896 -0.468 -0.863
N -1.211 0.797 -0.306
C -0.898 1.031 0.920
N -1.131 2.297 1.422
N -0.139 0.196 1.702
H 2.588 -0.218 -1.505
H 1.281 1.078 -1.452
H 1.824 -2.497 -1.083
H 0.225 -2.827 -0.675
H -1.376 -1.290 -0.313
H -1.227 -0.476 -1.905
H -1.790 2.819 0.866
H -1.282 2.348 2.417
H 0.438 -0.474 1.091
H 0.366 0.636 2.456
*
```

Output
SMILES string	C=C(N)CN=C(N)N
Kohn-Sham gap	0.3389	Ha


How do the energies compare? Relative to the most stable structure, in kJ/mol: i 535.8; ii 151.4; iii 0.0.


i | Below is 2 unconnected molecules or ions with the total composition C2H10NO, with properties calculated with ωB97M-V with the def2-TZVPD basis set.

Structure (ORCA input):
```
! RIJCOSX wB97M-V def2-TZVPD def2/J DEFGRID3
* xyz 1 1
C 1.204 -0.999 0.711
N -0.137 -0.696 0.141
C 0.032 -0.154 -1.262
H 1.102 -1.415 1.707
H 1.691 -1.741 0.125
H 1.765 -0.085 0.719
H -0.606 0.014 0.729
H -0.789 -1.462 0.106
H 1.071 -0.147 -1.575
H -0.329 0.853 -1.356
H -0.585 -0.772 -1.913
H -1.029 2.734 0.952
H -2.101 2.030 0.214
O -1.290 1.838 0.700
*
```

Output
Kohn-Sham gap	0.4829	Ha


ii | Below is 2 unconnected molecules or ions with the total composition C2H10NO, with properties calculated with ωB97M-V with the def2-TZVPD basis set.

Structure (ORCA input):
```
! RIJCOSX wB97M-V def2-TZVPD def2/J DEFGRID3
* xyz 1 1
C 0.659 -1.269 -1.227
N 0.148 0.023 -0.624
C -1.219 -0.027 0.258
H -0.018 -1.767 -1.865
H 0.910 -1.900 -0.433
H 1.506 -0.901 -1.858
H 0.977 0.589 -0.249
H -0.203 0.650 -1.420
H -1.983 -0.518 -0.399
H -1.052 -0.675 1.127
H -1.616 1.011 0.361
H 0.277 2.238 1.789
H 1.179 1.227 2.612
O 0.436 1.319 1.929
*
```

Output
Kohn-Sham gap	0.4585	Ha


How do the energies compare? Relative to the most stable structure, in kJ/mol: i 0.0; ii 77.8.


i | Below is 2 unconnected molecules or ions with the total composition C2H10NO, with properties calculated with ωB97M-V with the def2-TZVPD basis set.

Structure (ORCA input):
```
! RIJCOSX wB97M-V def2-TZVPD def2/J DEFGRID3
* xyz 1 1
N -0.093 1.905 -0.923
H -0.824 2.332 -0.361
H -0.304 0.919 -1.178
H 0.126 2.451 -1.772
H 0.812 1.874 -0.461
C -0.431 -0.948 0.649
O -0.356 -0.907 -0.868
C 0.795 -0.490 1.385
H -1.368 -0.461 0.936
H -0.676 -2.007 0.725
H 0.235 -1.622 -1.132
H 0.939 0.536 1.017
H 0.664 -0.148 2.424
H 1.778 -0.949 1.353
*
```

Output
Kohn-Sham gap	0.4161	Ha


ii | Below is 2 unconnected molecules or ions with the total composition C2H10NO, with properties calculated with ωB97M-V with the def2-TZVPD basis set.

Structure (ORCA input):
```
! RIJCOSX wB97M-V def2-TZVPD def2/J DEFGRID3
* xyz 1 1
C -0.656 2.153 0.730
O -1.170 0.938 0.154
H -2.129 0.877 0.233
H 0.200 1.891 1.307
H -0.310 2.814 -0.063
H -1.416 2.724 1.261
C 1.491 -1.677 -0.991
N 0.400 -1.393 0.014
H 0.795 -0.954 0.843
H -0.282 -0.785 -0.445
H -0.043 -2.262 0.280
H 1.712 -0.754 -1.506
H 1.190 -2.511 -1.618
H 2.413 -1.936 -0.484
*
```

Output
Kohn-Sham gap	0.4065	Ha


How do the energies compare? Relative to the most stable structure, in kJ/mol: i 27.0; ii 0.0.


i | Below is a gas-phase ion, C7H11N2O (charge +1), with properties calculated with ωB97M-V with the def2-TZVPD basis set.

Structure (ORCA input):
```
! RIJCOSX wB97M-V def2-TZVPD def2/J DEFGRID3
* xyz 1 1
C -1.985 1.041 0.456
C -1.119 0.166 -0.466
N -1.233 0.677 -1.826
N 0.271 0.357 -0.232
C 0.993 -0.323 0.515
C 2.325 -0.098 0.880
C 3.175 -1.084 1.183
C 2.740 -2.497 1.229
C 1.745 -3.052 0.641
O 0.910 -3.597 0.034
H -1.477 2.005 0.439
H -1.789 0.502 1.342
H -3.034 1.200 0.164
H -1.526 -0.820 -0.292
H -0.324 0.559 -2.269
H -1.411 1.693 -1.758
H -2.086 0.328 -2.414
H 0.500 -1.187 0.986
H 2.390 0.936 0.790
H 4.228 -1.030 1.432
H 3.180 -3.266 1.742
*
```

Output
SMILES string	C[C@@H]([NH3+])/N=C/C=C\C=C=O
Kohn-Sham gap	0.3175	Ha


ii | Below is a molecular structure, C7H11N2O, with properties calculated with ωB97M-V with the def2-TZVPD basis set.

Structure (ORCA input):
```
! RIJCOSX wB97M-V def2-TZVPD def2/J DEFGRID3
* xyz 1 1
C -0.314 1.216 0.082
C 0.383 0.066 -0.002
C -1.684 1.118 -0.036
C -1.090 -1.189 -0.295
C 2.719 0.388 0.358
C -2.736 2.045 0.241
C -1.126 -2.616 -0.664
N 3.929 -0.155 0.333
N 1.679 -0.344 0.023
O -2.089 -0.295 -0.129
H 0.011 2.231 0.364
H 2.550 1.293 0.815
H -2.879 2.358 1.292
H -2.727 3.043 -0.222
H -3.652 1.466 -0.010
H -2.042 -2.876 -0.169
H -1.161 -2.898 -1.763
H -0.260 -3.092 -0.166
H 4.612 0.536 0.596
H 4.166 -0.993 -0.245
H 1.713 -1.300 -0.405
*
```

Output
Kohn-Sham gap (alpha / beta)	0.2410 / 0.2437	Ha


iii | Below is a gas-phase ion, C7H11N2O (charge +1), with properties calculated with ωB97M-V with the def2-TZVPD basis set.

Structure (ORCA input):
```
! RIJCOSX wB97M-V def2-TZVPD def2/J DEFGRID3
* xyz 1 1
C 0.847 -1.065 1.937
C -1.402 -1.094 1.288
C 1.605 -0.255 0.916
C -0.722 0.295 -0.532
C 1.261 0.435 2.120
C 2.485 -0.296 -0.199
C -2.131 0.849 -2.466
N -0.438 -1.550 1.881
N -1.648 -0.387 0.085
O -0.912 0.791 -1.671
H 1.401 -1.862 2.592
H -2.370 -1.536 1.706
H 0.324 1.136 1.962
H 1.907 0.630 3.052
H 2.259 0.605 -0.863
H 2.619 -1.184 -0.703
H 3.547 0.091 -0.102
H -2.193 -0.157 -2.909
H -2.166 1.729 -3.143
H -3.030 1.080 -1.785
H -2.516 -0.434 -0.317
*
```

Output
Kohn-Sham gap (alpha / beta)	0.2721 / 0.2720	Ha


iv | Below is a gas-phase ion, C7H11N2O (charge +1), with properties calculated with ωB97M-V with the def2-TZVPD basis set.

Structure (ORCA input):
```
! RIJCOSX wB97M-V def2-TZVPD def2/J DEFGRID3
* xyz 1 1
C 1.995 -2.627 -1.903
C 1.006 -2.128 -1.229
C 0.863 -1.674 0.157
N -0.046 -0.732 0.460
C -0.363 -0.394 1.792
C -0.589 0.910 1.889
N -0.562 1.454 0.680
C -0.729 2.848 0.339
C -0.457 0.522 -0.358
O -1.592 0.601 -1.140
H 2.052 -2.797 -2.976
H 2.806 -3.129 -1.348
H 0.085 -1.743 -1.730
H 1.398 -2.119 0.962
H -0.305 -1.154 2.632
H -1.028 1.425 2.754
H -0.291 3.026 -0.639
H -1.834 3.294 0.280
H -0.406 3.342 1.173
H 0.457 0.686 -1.077
H -2.460 0.389 -0.717
*
```

Output
SMILES string	C=C/C=[N+]1/C=CN(C)[C@@H]1O
Kohn-Sham gap (alpha / beta)	0.2526 / 0.2525	Ha


How do the energies compare? Relative to the most stable structure, in kJ/mol: i 0.0; ii 149.4; iii 403.6; iv 28.1.